[1]
ORCA calculation (wB97M-V/def2-TZVPD) on a structure of composition C5H5NO.

Geometry as XYZ:
```
12
Properties=species:S:1:pos:R:3:lowdin_charge:R:1
O -0.0544 1.4539 -1.5217 0.04
C -0.0434 0.3270 -0.7541 -0.41
C 1.2995 0.0019 -0.0830 -0.10
C 0.9897 -0.1452 1.3680 -0.07
N -0.0566 -0.2993 1.9842 0.05
C -1.2004 -0.2124 -0.1657 -0.10
C -1.2246 -0.7230 1.0573 -0.09
H -0.8948 1.9117 -1.3774 0.12
H -0.7081 -0.6886 -1.2982 0.21
H 1.7398 -0.9468 -0.4006 0.12
H 2.0028 0.8065 -0.3112 0.12
H -1.8496 -1.4855 1.5024 0.09
```

Summary:
Lowest unoccupied orbital energy (spin up / spin down): -0.54 / -0.29 eV
Energy above the lowest of the compared OMol25 structures with the same formula, charge and spin: 149.0 kcal/mol
Orbital gap (spin up / spin down): 7.372 / 7.413 eV
E_tot: -323.28216 Ha

[2]
ORCA calculation (wB97M-V/def2-TZVPD) on a cluster of 14 separate species, C34H103N7O14 in total in a non-equilibrium geometry.

Geometry as XYZ:
```
158
Properties=species:S:1:pos:R:3:lowdin_charge:R:1
O -2.0505 -3.2857 -3.1913 -0.06
H -2.3255 -2.5285 -2.6744 0.01
H -1.7903 -3.9383 -2.5413 -0.02
O -2.0629 -2.3585 1.5237 -0.05
H -1.1397 -2.4058 1.7721 0.00
H -2.0899 -1.7067 0.8233 -0.02
O 4.8459 -0.8105 -2.2049 -0.04
H 5.3668 -0.0237 -2.3656 0.03
H 4.8699 -1.2877 -3.0344 0.05
O 2.5485 1.1674 -3.8367 -0.05
H 2.5234 0.4438 -4.4627 0.03
H 3.1909 0.8955 -3.1812 -0.01
C -1.8143 3.7630 -2.8045 -0.08
C -3.0755 3.8451 -1.9191 -0.27
O -2.6957 3.9548 -0.5080 -0.14
H -1.3843 2.7690 -2.9283 0.06
H -0.9713 4.3389 -2.4227 0.07
H -2.0105 4.1158 -3.8170 0.07
H -3.5422 2.8624 -1.9869 0.09
H -3.8430 4.5573 -2.2222 0.11
H -3.5160 3.8188 -0.0282 0.02
C 3.0869 -4.3210 -1.4539 -0.09
C 3.4025 -5.7839 -1.6397 -0.32
O 4.5750 -5.9817 -2.3863 -0.08
H 2.7651 -3.8423 -2.3788 0.05
H 3.8641 -3.6056 -1.1852 0.07
H 2.2376 -4.1765 -0.7862 0.04
H 2.6192 -6.2528 -2.2354 0.10
H 3.4490 -6.3260 -0.6952 0.11
H 5.4000 -5.8877 -1.9045 0.08
C 2.1570 -2.9358 5.2250 -0.09
C 2.1302 -1.7963 4.2406 -0.40
O 0.9937 -1.9128 3.5470 -0.10
H 3.1024 -2.8450 5.7598 0.07
H 2.2857 -3.8722 4.6821 0.06
H 1.2827 -3.0333 5.8685 0.08
H 3.0279 -1.7848 3.6225 0.12
H 2.0325 -0.9465 4.9162 0.10
H 0.3502 -1.4547 4.0926 0.03
C 0.9801 3.6408 1.4838 -0.08
C -0.0592 4.3779 2.2629 -0.46
C 0.5031 5.2709 3.4077 -0.14
O 0.6209 4.4007 4.5852 -0.22
C 1.1778 5.0795 5.7529 -0.09
N -0.7026 5.1427 1.2561 0.03
H 1.6798 3.0957 2.1173 0.08
H 1.4712 4.2652 0.7374 0.07
H 0.4895 2.8222 0.9572 0.07
H -0.7644 3.6451 2.6549 0.11
H -0.2278 6.0240 3.7021 0.11
H 1.4033 5.7733 3.0536 0.13
H 0.3580 5.7538 6.0002 0.08
H 2.2021 5.4466 5.6883 0.09
H 1.1266 4.5653 6.7126 0.07
H -1.3757 5.7790 1.6587 0.07
H -1.3166 4.6127 0.6543 0.03
C 2.2039 -0.8340 0.5543 -0.04
C 0.9441 -1.2187 -0.1856 -0.43
C -0.2624 -0.3001 0.0190 -0.11
O -1.4787 -0.8523 -0.6713 -0.23
C -2.4514 0.1174 -0.8572 -0.12
N 1.3221 -1.3304 -1.5539 0.07
H 2.9699 -1.5808 0.3450 0.08
H 2.0792 -0.8188 1.6370 0.05
H 2.6588 0.1498 0.4395 0.07
H 0.6085 -2.1939 0.1673 0.11
H -0.0301 0.6704 -0.4196 0.12
H -0.4343 -0.1283 1.0815 0.11
H -2.8369 0.4704 0.0993 0.09
H -3.2457 -0.2560 -1.5036 0.10
H -2.0329 0.9657 -1.3987 0.07
H 0.5836 -1.1723 -2.2246 0.08
H 2.2487 -1.0258 -1.8160 0.05
C 4.1989 2.9165 -0.2883 -0.05
C 5.1615 4.1177 -0.5170 -0.42
C 6.1970 4.0847 -1.7217 -0.20
O 6.6969 5.3742 -2.0794 -0.19
C 7.8358 5.8070 -1.2444 -0.07
N 4.2218 5.1686 -0.6933 0.03
H 3.2660 3.2318 0.1790 0.04
H 4.6187 1.9893 0.1019 0.07
H 3.7803 2.5613 -1.2300 0.06
H 5.8250 4.2600 0.3360 0.13
H 5.7154 3.5611 -2.5476 0.11
H 6.9818 3.3620 -1.4986 0.11
H 8.4534 4.9737 -0.9093 0.08
H 7.5518 6.2810 -0.3048 0.08
H 8.3856 6.4702 -1.9122 0.09
H 4.8001 5.9728 -0.8904 0.07
H 3.7284 4.9694 -1.5517 0.09
C 0.1896 -2.3658 -9.7112 -0.07
C 1.1946 -2.7119 -8.5429 -0.39
C 0.4921 -3.0254 -7.2297 -0.24
O 1.3973 -3.5556 -6.3077 -0.19
C 1.0031 -3.6607 -4.9437 -0.09
N 1.6289 -4.0272 -8.9691 0.01
H -0.5199 -3.1640 -9.9293 0.08
H 0.6890 -1.9827 -10.6012 0.07
H -0.4493 -1.5494 -9.3742 0.06
H 1.9153 -1.9078 -8.3948 0.14
H -0.2444 -3.8155 -7.3767 0.13
H 0.1444 -2.0377 -6.9270 0.13
H 1.2219 -2.7168 -4.4444 0.07
H 1.3899 -4.6220 -4.6053 0.09
H -0.0608 -3.6739 -4.7071 0.06
H 0.8260 -4.6382 -8.9216 0.07
H 1.7719 -3.9699 -9.9672 0.06
C -1.3166 1.1147 3.8243 -0.06
C -0.6791 0.9596 5.1701 -0.40
C -1.5774 1.5666 6.2611 -0.17
O -2.7644 0.7311 6.3347 -0.21
C -3.5641 0.9164 7.5451 -0.07
N -0.4723 -0.4598 5.3961 0.05
H -1.9792 0.2974 3.5396 0.09
H -0.6013 1.2029 3.0066 0.06
H -1.8782 2.0470 3.7652 0.07
H 0.3397 1.3321 5.0637 0.14
H -1.7749 2.6068 6.0021 0.12
H -1.0024 1.5357 7.1866 0.12
H -3.0107 0.5644 8.4158 0.08
H -4.4800 0.3258 7.5266 0.08
H -3.9022 1.9495 7.6250 0.08
H -1.3420 -0.7570 5.8149 0.09
H 0.0520 -0.5469 6.2549 0.09
C -5.1512 1.8072 2.2740 -0.05
C -5.9986 2.1293 1.0115 -0.37
C -7.5114 2.2766 1.1690 -0.23
O -8.1063 2.3098 -0.1272 -0.18
C -9.4983 2.6138 0.0362 -0.10
N -5.4770 3.4457 0.5048 0.04
H -5.3114 0.7966 2.6498 0.08
H -5.4978 2.4804 3.0580 0.07
H -4.0669 1.9136 2.2414 0.06
H -5.8997 1.4009 0.2066 0.14
H -7.7839 3.1400 1.7759 0.12
H -7.9134 1.4500 1.7547 0.12
H -9.6894 3.6292 0.3837 0.08
H -9.8701 2.0205 0.8716 0.08
H -10.0784 2.4470 -0.8714 0.09
H -6.0355 3.4915 -0.3354 0.07
H -5.7486 4.1207 1.2054 0.08
C -0.3599 -7.2230 -1.4363 -0.05
C -1.2507 -6.3373 -0.6230 -0.44
C -0.4277 -5.2505 0.0602 -0.15
O 0.3358 -5.8667 1.1481 -0.19
C 0.8768 -5.0258 2.1186 -0.13
N -2.2867 -5.7170 -1.3831 0.03
H -0.7692 -8.0921 -1.9513 0.08
H 0.2001 -7.8583 -0.7501 0.08
H 0.3465 -6.7617 -2.1264 0.07
H -1.9037 -6.8037 0.1146 0.14
H -1.0767 -4.5115 0.5302 0.10
H 0.2220 -4.6746 -0.5988 0.11
H 1.4704 -5.5928 2.8358 0.08
H 0.0454 -4.7022 2.7448 0.09
H 1.5274 -4.2316 1.7526 0.08
H -3.0159 -5.3254 -0.8043 0.10
H -2.5586 -6.3466 -2.1245 0.09
```

Summary:
Lowest unoccupied orbital energy: 0.33 eV
Energy above the lowest of the compared OMol25 structures with the same formula, charge and spin: 115.9 kcal/mol
Orbital gap: 8.729 eV
E_tot: -2793.51232 Ha

[3]
ORCA calculation (wB97M-V/def2-TZVPD) on a cluster of 2 separate species, C6H13N3 in total.

Geometry as XYZ:
```
22
Properties=species:S:1:pos:R:3:lowdin_charge:R:1
H 0.4362 2.8574 1.0663 0.05
N -0.1160 2.9157 0.2091 0.12
C 0.2615 2.1495 -0.7127 -0.27
C 1.3995 1.2197 -0.6684 -0.26
N 1.5187 0.3346 -1.5558 0.10
H 2.3332 -0.2717 -1.4689 0.07
H -0.2903 2.1745 -1.6471 0.11
H 2.0960 1.3745 0.1717 0.12
C 1.1252 -0.9376 1.5707 -0.02
C -0.0919 -0.5404 1.2424 -0.17
C -1.0069 -1.2404 0.2580 -0.46
C -2.0637 -0.2850 -0.2943 -0.06
N -0.3513 -1.8919 -0.8633 0.04
H 1.7173 -0.4208 2.3086 0.05
H 1.5913 -1.8015 1.1219 0.05
H -0.5266 0.3215 1.7312 0.10
H -1.5252 -2.0337 0.8221 0.14
H -2.5818 0.2285 0.5115 0.08
H -2.7864 -0.8468 -0.8822 0.08
H -1.5979 0.4544 -0.9398 0.05
H 0.1216 -1.1992 -1.4402 0.03
H 0.3376 -2.5613 -0.5408 0.06
```

Summary:
Lowest unoccupied orbital energy: 0.18 eV
Energy above the lowest of the compared OMol25 structures with the same formula, charge and spin: 51.3 kcal/mol
Orbital gap: 9.352 eV
E_tot: -400.61132 Ha

- The highest E_tot belongs to which entry?
  C5H5NO

- What is the formula in the first record?
  C5H5NO

- The highest E_tot belongs to which entry?
  C5H5NO